No. 1
Here is 9 unconnected molecules or ions with the total composition C17H39Cl3F3N3O16S2 at a distorted geometry from the OMol25 dataset. Energies are from wB97M-V/def2-TZVPD.

The geometry in XYZ format:
```
83
Properties=species:S:1:pos:R:3:lowdin_spin:R:1
N -9.258 -12.855 -18.323 0.00
H -9.810 -13.332 -17.624 0.00
H -9.587 -11.959 -18.653 0.00
H -9.059 -13.456 -19.110 0.00
H -8.365 -12.700 -17.879 0.00
N -7.850 -15.686 -16.945 0.00
H -7.131 -15.095 -16.553 0.00
H -7.753 -15.656 -17.950 0.00
H -8.685 -15.159 -16.731 0.00
H -7.959 -16.546 -16.426 0.00
N -8.187 -12.677 -14.329 0.00
H -7.545 -12.935 -15.065 0.00
H -8.195 -11.671 -14.246 0.00
H -7.992 -13.085 -13.426 0.00
H -9.053 -13.150 -14.545 0.00
C -11.129 -14.139 -15.237 0.00
O -10.702 -13.467 -14.028 0.00
O -10.052 -14.183 -16.082 0.00
C -11.830 -15.474 -14.922 0.00
F -13.081 -15.448 -14.360 0.00
F -11.999 -16.204 -16.019 0.00
F -11.170 -16.202 -14.080 0.00
C -11.652 -12.798 -13.132 0.00
C -10.858 -12.221 -12.003 0.00
H -10.208 -13.043 -11.702 0.00
H -10.321 -11.326 -12.319 0.00
H -11.464 -11.907 -11.153 0.00
H -12.413 -13.485 -12.759 0.00
H -12.222 -12.001 -13.610 0.00
H -11.796 -13.430 -15.728 0.00
C -13.908 -10.800 -9.988 0.00
Cl -15.491 -10.140 -9.337 0.00
Cl -13.859 -12.573 -9.679 0.00
Cl -12.570 -9.906 -9.235 0.00
H -13.918 -10.619 -11.063 0.00
C -15.269 -17.643 -16.684 0.03
C -15.713 -16.325 -16.129 0.03
C -15.254 -15.119 -16.953 0.01
O -16.428 -14.338 -17.064 0.02
C -17.469 -14.986 -16.612 0.06
O -18.548 -14.483 -16.476 0.70
O -17.076 -16.223 -16.234 0.14
H -15.376 -18.525 -16.053 0.00
H -14.186 -17.556 -16.770 0.01
H -15.710 -17.816 -17.665 0.00
H -15.222 -16.160 -15.170 0.01
H -14.913 -15.364 -17.959 0.00
H -14.491 -14.463 -16.535 0.00
C -9.982 -17.858 -11.751 0.00
C -8.998 -16.763 -11.389 0.00
C -7.568 -17.189 -11.132 0.00
O -6.788 -16.639 -12.176 0.00
C -7.601 -15.943 -12.942 0.00
O -7.275 -15.421 -14.007 0.00
O -8.856 -15.888 -12.485 0.00
H -9.919 -18.578 -10.935 0.00
H -9.683 -18.406 -12.644 0.00
H -11.054 -17.665 -11.746 0.00
H -9.402 -16.267 -10.507 0.00
H -7.525 -18.278 -11.138 0.00
H -7.165 -16.902 -10.161 0.00
C -4.921 -10.936 -10.957 0.00
C -5.936 -9.976 -11.596 0.00
O -7.146 -10.803 -11.760 0.00
S -7.256 -12.022 -10.611 0.00
O -7.389 -13.312 -11.256 0.00
O -8.221 -11.612 -9.527 0.00
O -5.657 -11.810 -10.111 0.00
H -4.068 -10.460 -10.471 0.00
H -4.737 -11.569 -11.825 0.00
H -5.536 -9.498 -12.490 0.00
H -6.271 -9.114 -11.018 0.00
C -11.388 -18.055 -19.968 0.00
C -11.797 -18.026 -18.510 0.00
O -12.834 -18.916 -18.370 0.00
S -13.698 -19.188 -19.786 0.00
O -14.561 -18.116 -20.260 0.00
O -14.251 -20.587 -19.885 0.00
O -12.264 -19.027 -20.598 0.00
H -10.386 -18.461 -20.105 0.00
H -11.427 -17.116 -20.520 0.00
H -12.035 -17.019 -18.165 0.00
H -10.952 -18.423 -17.948 0.00
```

- E_HOMO (spin up / spin down) (eV) = -15.885 / -15.885
- expectation value of S² = 0.7590
- electronic energy (hartree) = -4514.6107
- multiplicity = 2
- net charge = +3
- Kohn-Sham gap (spin up / spin down) (eV) = 6.9 / 2.4
- LUMO energy (spin up / spin down) (eV) = -8.94 / -13.51

No. 2
Here is 8 unconnected molecules or ions with the total composition C17H39N5O16 at a distorted geometry from the OMol25 dataset. Energies are from wB97M-V/def2-TZVPD.

The geometry in XYZ format:
```
77
Properties=species:S:1:pos:R:3:lowdin_charge:R:1
C 2.628 -2.297 -3.375 0.03
N 3.802 -1.487 -3.718 -0.46
O 3.876 -1.051 -4.835 0.07
O 4.700 -1.446 -2.919 0.08
H 2.788 -3.288 -3.790 0.11
H 1.745 -1.837 -3.814 0.09
H 2.413 -2.375 -2.314 0.08
C -0.391 0.821 -0.092 0.05
N 1.050 0.524 -0.073 -0.43
O 1.648 0.819 0.925 0.08
O 1.538 0.047 -1.060 0.07
H -0.602 1.228 -1.081 0.09
H -0.596 1.622 0.607 0.07
H -1.049 -0.034 0.027 0.08
C -1.955 -2.701 3.744 0.07
N -1.560 -2.288 2.364 -0.43
O -0.515 -1.709 2.224 0.07
O -2.297 -2.612 1.460 0.05
H -1.572 -1.948 4.427 0.08
H -1.497 -3.666 3.940 0.09
H -3.037 -2.738 3.733 0.10
C -2.756 4.617 0.743 0.06
N -1.495 4.411 -0.038 -0.44
O -0.513 5.036 0.272 0.08
O -1.562 3.559 -0.909 0.04
H -3.603 4.384 0.111 0.10
H -2.824 5.654 1.055 0.10
H -2.624 3.918 1.567 0.09
C -3.656 -1.291 -1.007 0.02
N -4.352 -2.449 -1.633 -0.44
O -4.254 -2.583 -2.835 0.07
O -5.003 -3.155 -0.889 0.07
H -2.613 -1.578 -0.872 0.08
H -4.054 -1.079 -0.024 0.09
H -3.662 -0.444 -1.687 0.10
O 2.545 2.280 -8.140 0.12
C 1.973 3.030 -7.406 -0.55
O 1.577 2.694 -6.170 -0.03
C 1.800 1.358 -5.712 -0.21
C 1.403 1.381 -4.245 -0.07
C 1.582 4.455 -7.699 0.02
H 2.835 1.037 -5.792 0.11
H 1.085 0.728 -6.244 0.13
H 1.903 2.184 -3.703 0.09
H 1.617 0.457 -3.706 0.04
H 0.324 1.497 -4.112 0.08
H 2.258 4.953 -8.380 0.09
H 1.533 4.998 -6.751 0.08
H 0.520 4.477 -7.959 0.09
O -1.634 0.371 5.184 0.09
C -1.551 1.526 5.532 -0.54
O -0.836 2.416 4.856 0.01
C -0.508 2.221 3.493 -0.24
C 0.515 3.212 3.003 -0.06
C -2.109 2.061 6.810 0.03
H -1.423 2.364 2.892 0.11
H -0.296 1.172 3.269 0.11
H 0.670 3.085 1.935 0.05
H 1.462 3.024 3.511 0.09
H 0.181 4.230 3.204 0.08
H -3.133 2.338 6.512 0.10
H -1.686 2.986 7.188 0.09
H -2.234 1.293 7.565 0.09
O 3.457 -4.612 1.999 0.11
C 2.614 -3.753 2.034 -0.53
O 1.522 -3.792 2.824 -0.03
C 1.126 -5.067 3.330 -0.23
C 0.096 -5.728 2.432 -0.06
C 2.629 -2.546 1.125 0.03
H 0.691 -4.849 4.308 0.11
H 1.989 -5.710 3.483 0.12
H -0.305 -6.662 2.815 0.08
H 0.576 -5.880 1.457 0.09
H -0.738 -5.089 2.124 0.06
H 1.604 -2.298 0.847 0.06
H 3.312 -2.741 0.310 0.09
H 2.909 -1.686 1.741 0.10
```

- E_HOMO (eV) = -10.080
- electronic energy (hartree) = -2148.2969
- SMILES = C[N+](=O)[O-].C[N+](=O)[O-].C[N+](=O)[O-].C[N+](=O)[O-].C[N+](=O)[O-].CCOC(C)=O.CCOC(C)=O.CCOC(C)=O
- Kohn-Sham gap (eV) = 9.7
- LUMO energy (eV) = -0.37

No. 3
Here is a molecular structure, C17H39O2P3Re at a distorted geometry from the OMol25 dataset. Energies are from wB97M-V/def2-TZVPD.

The geometry in XYZ format:
```
62
Properties=species:S:1:pos:R:3:lowdin_spin:R:1
Re 0.229 0.153 0.178 1.54
P 0.327 -2.040 -0.121 0.02
P 1.797 0.096 1.826 0.05
P -1.833 0.203 1.039 0.03
H 2.348 2.524 0.017 0.00
C 1.313 2.541 -0.350 -0.01
C 0.176 2.798 0.423 0.00
H 0.186 3.066 1.480 0.00
C 1.643 -2.017 -1.425 0.01
C 1.014 -3.362 0.951 0.02
C -0.997 -2.951 -0.982 0.00
C 1.986 1.644 2.756 0.02
C 1.991 -1.092 3.218 0.02
C 3.405 -0.163 0.980 0.02
C -2.295 1.582 2.147 0.02
C -2.675 -1.164 1.942 0.00
C -2.998 0.468 -0.359 0.03
H 1.176 2.583 -1.445 0.00
H -0.752 3.009 -0.110 0.00
H 1.297 -2.700 -2.204 0.00
H 2.597 -2.357 -1.008 0.00
H 1.778 -1.021 -1.860 0.00
H 0.837 -4.347 0.490 0.00
H 0.531 -3.350 1.935 0.00
H 2.098 -3.247 1.090 0.00
H -0.589 -3.905 -1.339 0.00
H -1.364 -2.373 -1.838 0.00
H -1.836 -3.147 -0.306 0.00
H 2.950 1.614 3.281 0.00
H 1.168 1.684 3.494 0.00
H 1.952 2.526 2.106 0.00
H 3.046 -1.102 3.541 0.00
H 1.713 -2.104 2.908 0.00
H 1.330 -0.791 4.043 0.00
H 4.197 0.078 1.695 0.00
H 3.484 0.501 0.115 0.00
H 3.526 -1.203 0.656 0.00
H -3.334 1.843 1.917 0.00
H -1.648 2.443 1.976 0.00
H -2.209 1.239 3.185 0.00
H -3.761 -1.064 1.788 0.00
H -2.408 -1.082 3.008 0.00
H -2.336 -2.140 1.576 0.00
H -3.911 0.883 0.085 0.00
H -3.198 -0.497 -0.844 0.00
H -2.598 1.167 -1.108 0.00
C -0.594 0.817 -3.233 0.07
C 0.149 0.247 -4.280 0.15
C 0.168 0.878 -5.530 0.34
C -0.472 2.110 -5.718 0.11
C -1.206 2.662 -4.668 0.04
C -1.348 1.979 -3.463 0.30
O -0.518 0.297 -1.929 0.16
H 0.100 0.978 -1.289 0.02
H 0.756 -0.631 -4.068 0.00
H 0.697 0.402 -6.358 0.01
H -0.372 2.634 -6.675 0.00
H -1.683 3.633 -4.818 0.00
H -1.990 2.380 -2.681 0.01
O -0.848 -1.162 4.384 0.00
H -1.205 -0.583 5.077 0.00
H -0.987 -2.067 4.705 0.00
```

- E_HOMO (spin up / spin down) (eV) = -22.110 / -21.798
- expectation value of S² = 3.7869
- electronic energy (hartree) = -1922.2097
- multiplicity = 4
- net charge = +4
- Kohn-Sham gap (spin up / spin down) (eV) = 8.2 / 5.2
- LUMO energy (spin up / spin down) (eV) = -13.87 / -16.61